# 1
DFT (wB97M-V/def2-TZVPD) results for a 6-piece molecular cluster, C18H18F6O18 overall in a non-equilibrium geometry.

Geometry as XYZ:
```
60
Properties=species:S:1:pos:R:3:forces:R:3
O -0.6296 3.2972 1.7818 0.414 1.049 0.956
C -1.3089 2.3613 1.5618 -0.640 -1.506 -2.118
O -1.1656 1.6739 0.3777 -0.727 -0.766 0.580
C -2.0245 0.4552 0.3428 -0.371 2.212 0.534
C -2.6450 0.5715 1.7516 -0.042 -0.908 0.815
F -1.9863 -0.3464 2.5690 -0.264 0.400 -0.303
O -2.3270 1.8496 2.2932 0.345 -0.318 -0.807
H -2.7562 0.5762 -0.5156 0.979 -0.421 1.124
H -1.3994 -0.4338 0.3433 -0.142 0.026 -0.497
H -3.7170 0.3862 1.8756 0.310 0.152 -0.196
O -2.6755 -2.6316 0.7317 0.207 -0.514 0.118
C -2.0662 -3.6504 0.9436 -0.886 3.145 -0.722
O -0.8278 -3.6452 1.4175 -0.217 -1.474 0.935
C -0.4512 -5.0247 1.5703 0.659 -0.458 -0.823
C -1.6873 -5.8587 1.0787 2.931 2.943 -2.463
F -2.1650 -6.4870 2.0859 -1.713 -2.162 2.325
O -2.5440 -4.8405 0.6553 -0.985 -0.762 0.022
H 0.4522 -5.1244 0.9613 -0.210 -0.407 0.158
H -0.2751 -5.3245 2.6025 0.114 0.468 0.086
H -1.5083 -6.4485 0.1828 0.031 -0.645 0.349
O 1.2619 1.0659 -0.6755 -0.308 -1.949 -1.216
C 1.7427 1.9014 -0.0155 -0.005 1.102 1.292
O 2.1498 1.7068 1.2929 0.203 0.327 -1.798
C 2.4567 2.9786 1.8543 -0.771 0.092 0.311
C 2.4972 3.9199 0.7172 0.747 -0.544 -4.139
F 3.8341 3.9826 0.2827 -0.826 0.299 0.384
O 1.8245 3.1841 -0.4342 1.195 0.929 3.067
H 1.5677 3.1741 2.4748 1.098 0.421 0.583
H 3.5076 3.0413 2.1698 -0.694 -0.512 1.115
H 2.1425 4.9448 0.7369 -0.347 -0.202 0.307
O 4.8396 -1.1421 1.7905 1.047 0.058 -0.313
C 3.6987 -1.1874 2.0752 0.646 -1.368 -1.566
O 2.7595 -1.8859 1.3395 -0.324 2.124 1.330
C 1.4910 -1.3166 1.8343 -0.560 -2.964 -1.106
C 1.8427 -0.9397 3.2239 -0.208 0.700 0.172
F 1.6978 -1.9985 4.0453 -0.034 -0.950 0.699
O 3.2018 -0.6105 3.1639 -1.003 0.408 0.556
H 1.1172 -0.5482 1.1747 0.197 0.356 -0.028
H 0.7978 -2.1921 1.8221 0.277 1.053 0.140
H 1.2692 -0.1444 3.6606 -0.109 0.633 0.053
O -0.2384 5.3887 -4.7309 -1.513 -1.246 2.428
C -0.7486 4.7762 -3.8137 1.159 0.461 -1.324
O -0.8756 5.1603 -2.5055 0.490 -0.033 -1.051
C -1.1059 3.9813 -1.7467 -1.741 -0.140 1.084
C -1.7974 3.0704 -2.7458 -0.191 -0.600 0.820
F -3.1601 3.3367 -2.8466 0.407 -0.181 0.327
O -1.2253 3.4726 -3.9477 0.377 0.284 -0.160
H -0.1986 3.5241 -1.3905 0.507 0.016 -0.131
H -1.7409 4.1822 -0.8433 0.473 0.116 -1.022
H -1.6834 1.9742 -2.4677 0.004 1.310 -0.960
O -0.3930 -3.8359 -1.3679 -0.352 -1.475 1.825
C -0.1123 -2.9396 -2.0617 -0.122 0.479 -0.366
O 0.0666 -3.0907 -3.3567 -0.062 -0.137 -1.431
C 0.4142 -1.8523 -3.9523 -0.127 0.486 -1.043
C 0.0452 -0.8748 -2.8539 -0.021 0.939 0.188
F -1.2485 -0.4039 -3.0535 0.082 -0.220 0.026
O 0.0408 -1.6487 -1.6769 0.072 0.437 -0.573
H 1.5015 -1.8969 -4.1410 -0.512 0.386 -0.128
H -0.1893 -1.6366 -4.9035 0.940 -0.528 1.431
H 0.6569 0.0232 -2.7386 0.115 -0.422 0.143
```
Forces are in eV/Å.

Summary:
Gap between HOMO and LUMO in eV: 11.4
E_LUMO in hartree: 0.01377
SMILES string: O=C1OC[C@@H](F)O1.O=C1OC[C@@H](F)O1.O=C1OC[C@@H](F)O1.O=C1OC[C@@H](F)O1.O=C1OC[C@@H](F)O1.O=C1OC[C@@H](F)O1
E_tot in Eh: -2650.2986
Multiplicity: 1
Energy relative to the best compared isomer or geometry (same formula, charge and spin) in kJ/mol: 87.8

---

# 2
DFT (wB97M-V/def2-TZVPD) results for C18H18IMgN3O6 as an isolated structure in a non-equilibrium geometry.

Geometry as XYZ:
```
47
Properties=species:S:1:pos:R:3:forces:R:3
Mg -0.1228 0.6524 -0.6670 -0.395 0.124 0.032
O -2.3530 4.3070 -0.3334 -0.128 0.320 -0.176
C -1.6179 3.2286 -0.5893 -0.262 0.405 -0.001
O -1.6130 2.2635 0.1275 0.327 -0.632 0.034
C -0.7799 3.3935 -1.8296 -0.104 0.648 -0.172
O -0.3311 2.1585 -2.3080 -0.624 -0.228 0.113
C 1.0027 2.2348 -2.7832 0.958 0.033 -0.063
C 1.9612 2.3226 -1.5658 0.314 0.725 -0.880
O 3.0367 2.8797 -1.6606 0.115 -0.013 -0.227
O 1.4671 1.7913 -0.5241 -0.100 -0.147 0.701
H -2.8878 4.1844 0.4697 0.264 -0.191 -0.130
H -1.3474 3.9371 -2.6013 0.116 -0.143 0.240
H 0.0664 4.0260 -1.5227 -0.100 0.029 -0.053
H 1.2124 1.3009 -3.3090 -0.118 0.073 -0.040
H 1.1372 3.0875 -3.4586 -0.006 -0.181 0.120
I -2.7312 -0.3788 -1.6542 0.110 -0.509 -0.135
C -1.7170 -2.2384 -1.3865 -0.709 0.030 -0.125
C -2.5234 -3.3348 -1.2808 -0.108 0.393 -0.108
C -1.9530 -4.6132 -1.2597 0.226 -0.241 0.009
C -0.6006 -4.7548 -1.3709 -0.189 -0.147 0.093
C 0.2407 -3.6270 -1.4413 -0.235 0.219 -0.032
C 1.6356 -3.7795 -1.5631 0.247 0.084 -0.031
C 2.4437 -2.6827 -1.6398 0.112 -0.345 0.091
C 1.8913 -1.3972 -1.5261 -0.276 0.184 -0.082
C 0.5369 -1.1675 -1.4156 0.022 0.022 -0.380
C -0.3097 -2.3067 -1.4156 0.447 -0.323 -0.151
H -3.5952 -3.2259 -1.2418 -0.111 0.020 -0.006
H -2.5973 -5.4753 -1.1829 -0.053 -0.118 -0.004
H -0.1517 -5.7381 -1.4058 0.032 -0.092 0.027
H 2.0474 -4.7790 -1.5916 0.037 -0.088 -0.047
H 3.5123 -2.8068 -1.7523 0.096 -0.011 0.004
H 2.5722 -0.5541 -1.5188 0.146 0.077 0.014
C 0.5452 1.4160 4.7124 0.208 0.054 0.000
N 0.1452 0.7110 3.5255 0.148 0.149 0.023
C -1.0600 -0.0684 3.4165 -0.250 -0.227 -0.164
C -1.0724 -0.3805 1.9055 -0.403 -0.246 1.072
O -1.8983 -1.0415 1.3301 -0.238 -0.103 0.140
N 0.0083 0.2135 1.3549 0.349 0.291 -0.728
C 0.6947 0.8407 2.2997 -0.100 -0.256 0.699
N 1.8226 1.4773 2.0523 0.114 0.182 0.145
H -0.2820 1.3994 5.4181 0.053 0.004 0.050
H 0.7704 2.4606 4.4824 0.015 0.000 0.057
H 1.4193 0.9529 5.1751 -0.011 0.054 0.114
H -1.9434 0.5112 3.6996 -0.009 -0.081 -0.034
H -1.0260 -0.9903 4.0043 -0.013 0.074 -0.051
H 2.0304 1.6197 1.0504 0.125 0.175 0.106
H 2.3150 1.9714 2.7756 -0.038 -0.046 -0.063
```
Forces are in eV/Å.

Summary:
Gap between HOMO and LUMO in eV: 7.2
E_LUMO in hartree: -0.00238
E_tot in Eh: -1810.3673
Multiplicity: 1
Energy relative to the best compared isomer or geometry (same formula, charge and spin) in kJ/mol: 19.6

---

# 3
DFT (wB97M-V/def2-TZVPD) results for C18H18MgN3SSb as an isolated structure in a non-equilibrium geometry.

Geometry as XYZ:
```
42
Properties=species:S:1:pos:R:3:forces:R:3
Mg -0.4237 0.1557 0.1551 -1.006 -0.840 -0.859
C -1.3375 2.1264 -2.5857 -0.293 -0.224 0.042
C -0.7962 2.8842 -1.4335 0.118 -0.016 0.134
C -0.9383 4.2688 -1.3342 0.058 0.078 0.098
C -0.4196 4.9484 -0.2497 0.005 -0.106 -0.061
C 0.2856 4.2353 0.7117 0.013 0.016 0.090
C 0.3988 2.8663 0.5582 0.114 -0.050 0.071
N -0.1547 2.1988 -0.4639 0.190 0.343 -0.026
Sb 1.7242 1.8140 1.9147 0.129 0.261 0.251
C 2.4689 0.4023 0.4497 0.180 0.011 0.022
C 3.8480 0.2933 0.3424 -0.064 0.079 0.083
C 4.3804 -0.5891 -0.5856 -0.184 -0.113 -0.117
C 3.5145 -1.3315 -1.3720 0.260 0.142 0.149
C 2.1410 -1.1793 -1.2162 -0.173 -0.131 -0.134
C 1.1614 -1.9594 -2.0377 0.051 0.010 0.011
N 1.6419 -0.3227 -0.3172 0.006 0.221 0.249
C 0.3498 0.4552 2.8956 0.093 0.026 -0.019
C 0.2096 0.5711 4.2660 0.031 0.114 0.032
C -0.5376 -0.3898 4.9359 0.004 -0.063 -0.131
C -1.0718 -1.4383 4.2134 0.044 0.081 0.104
C -0.9008 -1.5022 2.8303 0.114 0.114 -0.035
C -1.4588 -2.6136 2.0244 -0.269 0.053 -0.208
N -0.2160 -0.5333 2.1887 0.205 0.005 0.261
H -1.8640 2.7786 -3.2817 0.076 0.010 0.012
H -0.5450 1.5910 -3.1102 0.041 0.030 -0.002
H -2.0208 1.3467 -2.1925 0.089 0.020 -0.006
H -1.4494 4.8021 -2.1233 -0.043 -0.027 -0.004
H -0.5321 6.0212 -0.1625 -0.020 0.007 -0.016
H 0.7451 4.7321 1.5563 0.004 0.021 -0.020
H 4.4857 0.8934 0.9785 0.040 -0.025 -0.027
H 5.4519 -0.6959 -0.6931 0.004 -0.005 -0.007
H 3.8970 -2.0277 -2.1050 -0.039 -0.016 -0.015
H 1.6766 -2.6239 -2.7288 0.004 -0.001 -0.002
H 0.5060 -2.5464 -1.3932 -0.059 0.040 -0.019
H 0.5123 -1.2866 -2.5996 -0.060 -0.017 0.042
H 0.6806 1.3880 4.7977 0.001 -0.023 0.019
H -0.6720 -0.3299 6.0080 -0.019 -0.014 0.009
H -1.6192 -2.2266 4.7110 -0.036 0.003 -0.026
H -2.0198 -3.3135 2.6428 0.074 0.006 0.012
H -2.1115 -2.1770 1.2419 0.079 -0.002 0.024
H -0.6704 -3.1441 1.4890 0.041 -0.006 0.037
S -2.4372 -0.5158 -0.5840 0.198 -0.015 -0.019
```
Forces are in eV/Å.

Summary:
Gap between HOMO and LUMO in eV: 4.9
E_LUMO in hartree: -0.01401
E_tot in Eh: -1699.5393
Multiplicity: 1

---

# 4
DFT (wB97M-V/def2-TZVPD) results for an isolated molecule of C18H18N2O4S in a non-equilibrium geometry.

Geometry as XYZ:
```
43
Properties=species:S:1:pos:R:3:forces:R:3
C -5.5207 3.6190 -0.3131 0.283 -0.272 0.127
C -5.0012 2.4651 0.5335 -0.418 0.368 0.247
O -3.7481 1.9850 0.0532 0.199 -0.206 -0.168
C -2.6517 2.6575 0.4457 0.129 0.188 0.185
O -2.7041 3.6098 1.1929 -0.150 0.003 -0.030
C -1.4126 2.0999 -0.0958 0.357 0.028 0.074
C -0.1410 2.4935 0.3382 -0.389 0.067 0.058
C 0.2653 3.4926 1.3551 0.025 0.087 0.095
N 0.7546 1.7783 -0.3486 0.082 -0.075 -0.027
C 0.1323 0.9023 -1.2089 -0.546 0.468 0.036
C 1.0041 0.0148 -1.9506 0.079 0.201 -0.314
O 2.2004 0.2273 -2.0214 -0.192 0.065 -0.042
C 0.3777 -1.2046 -2.6105 0.415 -0.488 0.262
S 1.4967 -2.6321 -2.4166 -0.020 -0.113 -0.525
C 1.6775 -2.4821 -0.7123 -0.617 0.583 0.374
N 1.0684 -1.5988 0.0118 -0.080 -0.350 -0.460
C 1.5301 -1.8220 1.2887 0.685 -0.747 0.312
C 1.2513 -1.1864 2.4892 0.036 -0.095 -0.204
C 1.8968 -1.6613 3.6146 -0.003 0.055 0.165
C 2.7887 -2.7306 3.5557 0.014 0.000 0.071
C 3.0782 -3.3759 2.3652 0.060 -0.177 -0.404
C 2.4355 -2.9008 1.2410 -0.547 0.844 0.797
O 2.5135 -3.3145 -0.0584 0.253 -0.303 -0.239
C -1.2380 1.0935 -1.0834 0.591 -0.092 -0.149
C -2.3132 0.4385 -1.8761 -0.060 -0.082 -0.078
H -6.5000 3.9227 0.0457 -0.126 0.052 0.015
H -4.8411 4.4645 -0.2408 -0.002 0.077 -0.002
H -5.6015 3.3178 -1.3551 -0.054 -0.006 -0.090
H -5.6723 1.6049 0.4819 0.104 0.087 0.038
H -4.8844 2.7860 1.5740 -0.064 -0.140 -0.156
H 0.7246 4.3548 0.8714 0.028 0.083 0.015
H -0.6075 3.8317 1.9040 0.090 0.012 0.015
H 0.9926 3.0625 2.0428 0.065 0.001 0.058
H 1.7595 1.8063 -0.2572 -0.059 0.020 0.011
H 0.2735 -1.0527 -3.6848 -0.024 -0.001 -0.006
H -0.5748 -1.4643 -2.1597 -0.028 0.099 -0.073
H 0.5578 -0.3620 2.5277 -0.100 0.111 0.015
H 1.7066 -1.1930 4.5687 -0.012 0.031 0.085
H 3.2681 -3.0653 4.4628 0.045 -0.034 0.070
H 3.7676 -4.2024 2.3126 0.095 -0.102 0.034
H -3.1771 1.0926 -1.9405 0.008 -0.086 -0.111
H -2.6369 -0.4821 -1.3900 -0.104 -0.100 -0.026
H -1.9684 0.2054 -2.8805 -0.050 -0.062 -0.057
```
Forces are in eV/Å.

Summary:
Gap between HOMO and LUMO in eV: 9.0
E_LUMO in hartree: 0.02047
SMILES string: CCOC(=O)c1c(C)[nH]c(C(=O)CSc2nc3ccccc3o2)c1C
E_tot in Eh: -1505.4146
Multiplicity: 1
Energy relative to the best compared isomer or geometry (same formula, charge and spin) in kJ/mol: 91.3

---

# 5
DFT (wB97M-V/def2-TZVPD) results for an isolated molecule of C18H18N2O5 in a non-equilibrium geometry.

Geometry as XYZ:
```
43
Properties=species:S:1:pos:R:3:forces:R:3
C 0.0338 4.9975 -3.4291 0.117 -0.218 0.332
C 0.9390 4.7758 -2.2278 -0.044 0.549 -0.170
O 0.6960 3.4999 -1.6229 0.197 -0.206 -0.131
C -0.3211 3.4188 -0.7661 -0.155 -0.243 0.131
O -1.0051 4.3463 -0.4264 -0.052 0.027 -0.001
C -0.4986 2.0080 -0.2221 -0.160 0.114 0.210
C -0.3925 2.0458 1.3248 -0.193 -0.015 -0.286
C -0.6787 0.6733 1.8518 0.057 -0.018 0.181
C 0.3611 -0.2292 2.0555 -0.196 0.103 0.069
C 0.1008 -1.5306 2.4316 -0.159 -0.346 0.073
C -1.2168 -1.9306 2.6134 0.278 1.278 -0.385
N -1.4955 -3.2882 2.9976 -0.089 -0.585 0.207
O -0.5562 -4.0505 3.0988 0.162 -0.194 0.023
O -2.6513 -3.5923 3.2048 -0.255 -0.105 0.035
C -2.2676 -1.0398 2.4282 0.003 -0.326 0.075
C -1.9921 0.2559 2.0460 0.248 -0.010 0.052
N 0.4271 1.0668 -0.7894 0.153 0.174 0.019
C 0.0405 -0.1987 -1.1015 0.017 0.193 0.028
O -1.1096 -0.5711 -0.9709 -0.155 -0.144 -0.124
C 1.1199 -1.0851 -1.6160 0.157 -0.348 -0.113
C 2.4551 -0.9449 -1.2489 -0.157 0.048 -0.031
C 3.4051 -1.8218 -1.7407 0.134 -0.026 -0.025
C 3.0348 -2.8411 -2.6027 0.052 -0.005 0.022
C 1.7057 -2.9944 -2.9616 -0.007 -0.012 -0.022
C 0.7526 -2.1258 -2.4645 -0.076 0.135 0.081
H 0.2873 5.9401 -3.9052 0.015 0.107 -0.075
H 0.1567 4.1911 -4.1480 0.014 -0.030 -0.097
H -1.0049 5.0326 -3.1105 -0.075 0.037 -0.018
H 0.7765 5.5569 -1.4785 0.116 -0.126 -0.103
H 1.9900 4.7511 -2.5225 -0.122 0.005 0.085
H -1.5072 1.6598 -0.4841 0.192 0.175 0.010
H 0.6129 2.3660 1.6057 -0.003 0.046 0.019
H -1.1142 2.7741 1.6945 0.056 0.018 0.037
H 1.3831 0.0889 1.9122 0.101 0.041 -0.011
H 0.8957 -2.2455 2.5794 0.019 -0.014 0.013
H -3.2805 -1.3822 2.5733 -0.026 -0.001 0.011
H -2.8012 0.9512 1.8827 -0.117 0.072 -0.023
H 1.3626 1.3819 -0.9842 -0.078 -0.087 -0.108
H 2.7592 -0.1722 -0.5570 0.017 0.068 0.069
H 4.4388 -1.7126 -1.4471 0.071 0.005 0.029
H 3.7815 -3.5205 -2.9857 0.060 -0.057 -0.027
H 1.4127 -3.7946 -3.6244 -0.030 -0.059 -0.057
H -0.2902 -2.2350 -2.7210 -0.090 -0.017 -0.004
```
Forces are in eV/Å.

Summary:
Gap between HOMO and LUMO in eV: 9.3
E_LUMO in hartree: -0.01014
SMILES string: CCOC(=O)[C@H](Cc1ccc([N+](=O)[O-])cc1)NC(=O)c1ccccc1
E_tot in Eh: -1182.3855
Multiplicity: 1
Energy relative to the best compared isomer or geometry (same formula, charge and spin) in kJ/mol: 287.6

---

Please write out number 3 again, unchanged.
DFT (wB97M-V/def2-TZVPD) results for C18H18MgN3SSb as an isolated structure in a non-equilibrium geometry.

Geometry as XYZ:
```
42
Properties=species:S:1:pos:R:3:forces:R:3
Mg -0.4237 0.1557 0.1551 -1.006 -0.840 -0.859
C -1.3375 2.1264 -2.5857 -0.293 -0.224 0.042
C -0.7962 2.8842 -1.4335 0.118 -0.016 0.134
C -0.9383 4.2688 -1.3342 0.058 0.078 0.098
C -0.4196 4.9484 -0.2497 0.005 -0.106 -0.061
C 0.2856 4.2353 0.7117 0.013 0.016 0.090
C 0.3988 2.8663 0.5582 0.114 -0.050 0.071
N -0.1547 2.1988 -0.4639 0.190 0.343 -0.026
Sb 1.7242 1.8140 1.9147 0.129 0.261 0.251
C 2.4689 0.4023 0.4497 0.180 0.011 0.022
C 3.8480 0.2933 0.3424 -0.064 0.079 0.083
C 4.3804 -0.5891 -0.5856 -0.184 -0.113 -0.117
C 3.5145 -1.3315 -1.3720 0.260 0.142 0.149
C 2.1410 -1.1793 -1.2162 -0.173 -0.131 -0.134
C 1.1614 -1.9594 -2.0377 0.051 0.010 0.011
N 1.6419 -0.3227 -0.3172 0.006 0.221 0.249
C 0.3498 0.4552 2.8956 0.093 0.026 -0.019
C 0.2096 0.5711 4.2660 0.031 0.114 0.032
C -0.5376 -0.3898 4.9359 0.004 -0.063 -0.131
C -1.0718 -1.4383 4.2134 0.044 0.081 0.104
C -0.9008 -1.5022 2.8303 0.114 0.114 -0.035
C -1.4588 -2.6136 2.0244 -0.269 0.053 -0.208
N -0.2160 -0.5333 2.1887 0.205 0.005 0.261
H -1.8640 2.7786 -3.2817 0.076 0.010 0.012
H -0.5450 1.5910 -3.1102 0.041 0.030 -0.002
H -2.0208 1.3467 -2.1925 0.089 0.020 -0.006
H -1.4494 4.8021 -2.1233 -0.043 -0.027 -0.004
H -0.5321 6.0212 -0.1625 -0.020 0.007 -0.016
H 0.7451 4.7321 1.5563 0.004 0.021 -0.020
H 4.4857 0.8934 0.9785 0.040 -0.025 -0.027
H 5.4519 -0.6959 -0.6931 0.004 -0.005 -0.007
H 3.8970 -2.0277 -2.1050 -0.039 -0.016 -0.015
H 1.6766 -2.6239 -2.7288 0.004 -0.001 -0.002
H 0.5060 -2.5464 -1.3932 -0.059 0.040 -0.019
H 0.5123 -1.2866 -2.5996 -0.060 -0.017 0.042
H 0.6806 1.3880 4.7977 0.001 -0.023 0.019
H -0.6720 -0.3299 6.0080 -0.019 -0.014 0.009
H -1.6192 -2.2266 4.7110 -0.036 0.003 -0.026
H -2.0198 -3.3135 2.6428 0.074 0.006 0.012
H -2.1115 -2.1770 1.2419 0.079 -0.002 0.024
H -0.6704 -3.1441 1.4890 0.041 -0.006 0.037
S -2.4372 -0.5158 -0.5840 0.198 -0.015 -0.019
```
Forces are in eV/Å.

Summary:
Gap between HOMO and LUMO in eV: 4.9
E_LUMO in hartree: -0.01401
E_tot in Eh: -1699.5393
Multiplicity: 1

---

Question: Which of these has the lowest gap between HOMO and LUMO?
Answer: C18H18MgN3SSb

---

Question: Which value of gap between HOMO and LUMO does entry 4 give?
Answer: 9.0 eV

---

Question: What is the formula in the third record?
Answer: C18H18MgN3SSb